--- one ---
DFT (ωB97M-V/def2-TZVPD) results for an isolated molecule of C4H12N2S.

Computed properties:
- Frontier orbital gap: 9.15 eV
- 2S+1: 1
- Lowest unoccupied orbital energy: 0.801 eV
- Highest occupied orbital energy: -8.353 eV

CARTESIAN COORDINATES (ANGSTROEM)
1 C -1.83284 -0.78871 2.27843
2 N -1.52630 -0.47344 0.85319
3 C -0.41957 0.44311 0.50783
4 C 0.10883 0.10598 -0.89021
5 N 0.57146 -1.27445 -0.86933
6 C 1.05615 1.21069 -1.36788
7 S 1.85328 0.95599 -2.92996
8 H -2.22345 0.00758 2.95642
9 H -2.50851 -1.66170 2.33485
10 H -0.91912 -0.93031 2.74606
11 H -1.24746 -1.28743 0.23571
12 H 0.50631 0.51291 1.34033
13 H -0.73959 1.55378 0.55778
14 H -0.68243 0.10001 -1.69554
15 H 0.69108 -1.77738 -1.72687
16 H 1.41080 -1.33978 -0.22963
17 H 1.99859 1.05678 -0.59020
18 H 0.82673 2.34140 -1.06831
19 H 3.07605 1.24498 -2.44266

--- two ---
DFT (ωB97M-V/def2-TZVPD) results for an isolated molecule of C4H12N2S.

Computed properties:
- Frontier orbital gap: 9.74 eV
- 2S+1: 1
- Lowest unoccupied orbital energy: 0.985 eV
- Highest occupied orbital energy: -8.752 eV

CARTESIAN COORDINATES (ANGSTROEM)
1 C -2.10962 0.92872 0.01764
2 N -1.45250 -0.22302 -0.65679
3 C -0.09155 -0.53268 -0.14521
4 C 0.93948 0.57191 -0.62102
5 N 2.21786 -0.04963 -0.87675
6 C -0.22606 -0.83512 1.32578
7 S 1.33775 -1.62341 2.01705
8 H -2.27840 1.74741 -0.70104
9 H -1.50902 1.40622 0.78349
10 H -3.11391 0.62999 0.31723
11 H -1.37986 0.05940 -1.61149
12 H 0.20486 -1.43288 -0.70373
13 H 0.53885 0.89908 -1.58555
14 H 0.80170 1.36689 0.11266
15 H 2.86145 0.55775 -1.35464
16 H 2.38416 -1.04317 -0.90357
17 H -1.02823 -1.51445 1.57508
18 H -0.24796 0.09356 1.89410
19 H 2.15100 -1.00657 1.11676

--- three ---
DFT (ωB97M-V/def2-TZVPD) results for an isolated molecule of C4H12N2S.

Computed properties:
- Frontier orbital gap: 9.72 eV
- 2S+1: 1
- Lowest unoccupied orbital energy: 0.872 eV
- Highest occupied orbital energy: -8.846 eV

CARTESIAN COORDINATES (ANGSTROEM)
1 C -1.57635 0.32057 -2.60841
2 N -0.53035 0.68248 -1.65057
3 C -0.41567 -0.34307 -0.55925
4 C 0.61709 0.21265 0.48674
5 N 0.12292 1.32285 1.11984
6 C 1.05731 -0.88504 1.46183
7 S 2.41897 -0.42992 2.66762
8 H -1.23408 -0.53403 -3.29540
9 H -1.99452 1.12776 -3.28892
10 H -2.32087 -0.28477 -1.98960
11 H -0.68083 1.41797 -0.99909
12 H -1.35700 -0.46992 0.07411
13 H 0.15224 -1.21141 -1.05573
14 H 1.59122 0.65608 0.00861
15 H 0.74032 1.71813 1.75174
16 H -0.69772 0.99947 1.72141
17 H 0.17660 -1.24945 1.99507
18 H 1.49524 -1.59721 0.73212
19 H 2.43550 -1.45314 3.42787

Verdict on stability: one comes out at the bottom.

--- one ---
DFT (ωB97M-V/def2-TZVPD) results for a structure of composition C4H12N2S.

Computed properties:
- Frontier orbital gap: 3.97 eV
- 2S+1: 1
- Lowest unoccupied orbital energy: -3.077 eV
- Highest occupied orbital energy: -7.049 eV

CARTESIAN COORDINATES (ANGSTROEM)
1 C -1.46744 0.56435 -1.50528
2 N -0.69779 1.58813 -0.67842
3 C 0.19211 0.95937 0.30879
4 C 1.49523 0.45056 -0.35011
5 S 2.74801 0.16290 0.91042
6 C -0.38117 -0.18963 1.16354
7 N -0.64920 -1.31971 0.25431
8 H -1.02646 0.49289 -2.53568
9 H -2.56724 0.86896 -1.57647
10 H -1.08272 -0.64053 -0.65579
11 H -1.27813 2.32703 -0.24261
12 H 0.56827 1.75179 1.06332
13 H 1.91169 1.20850 -1.06236
14 H 1.20697 -0.47899 -0.86593
15 H 1.54379 -3.06265 0.56129
16 H 1.81087 -2.45191 0.97454
17 H -1.33154 0.13337 1.68618
18 H 0.37657 -0.44907 1.85983
19 H -1.37185 -1.91537 0.69043

--- two ---
DFT (ωB97M-V/def2-TZVPD) results for an isolated molecule of C4H12N2S.

Computed properties:
- Frontier orbital gap: 9.33 eV
- 2S+1: 1
- Lowest unoccupied orbital energy: 0.897 eV
- Highest occupied orbital energy: -8.434 eV

CARTESIAN COORDINATES (ANGSTROEM)
1 C -0.10488 0.66600 -1.42330
2 C 0.02020 -0.55692 -0.49612
3 C -1.27933 -1.35554 -0.46430
4 S -1.65393 -2.15854 -2.07553
5 N 0.34743 -0.23440 0.90800
6 C 1.45254 0.67090 1.15578
7 N 1.30501 1.50961 2.32188
8 H -0.49296 0.31127 -2.37777
9 H -0.87137 1.30093 -0.98937
10 H 0.86597 1.10786 -1.61535
11 H 0.79723 -1.20305 -0.90825
12 H -1.20748 -2.19063 0.22808
13 H -2.13173 -0.74142 -0.22793
14 H -2.43872 -1.19721 -2.57432
15 H -0.52474 -0.26121 1.40370
16 H 2.34012 0.03641 1.23297
17 H 1.61042 1.34516 0.31936
18 H 0.35237 1.84231 2.38641
19 H 1.61385 1.10846 3.19605

Verdict on stability: one comes out at the bottom.

--- one ---
DFT (ωB97M-V/def2-TZVPD) results for a cluster of 2 separate species, C4H12N2S in total.

Computed properties:
- Frontier orbital gap: 9.21 eV
- 2S+1: 1
- Lowest unoccupied orbital energy: 0.840 eV
- Highest occupied orbital energy: -8.370 eV

CARTESIAN COORDINATES (ANGSTROEM)
1 C -0.63977 1.17768 -1.19584
2 C 0.67651 1.01513 -1.01649
3 C 1.16924 1.71625 0.20409
4 C 1.41767 0.16736 -2.06215
5 H -1.31151 0.75282 -2.03247
6 H -1.34425 1.67261 -0.55247
7 H 0.38571 2.08552 0.69556
8 H 1.81696 2.46561 -0.09697
9 H 1.85331 1.08310 0.76152
10 H 1.18852 0.50891 -2.96297
11 H 2.48970 0.31572 -1.94652
12 H 1.02112 -0.99456 -2.03978
13 N -1.14381 -0.76597 2.90500
14 S -0.38496 -1.29100 1.45935
15 N -1.33146 -2.66376 0.85060
16 H -1.95530 -0.17357 2.87370
17 H -1.33764 -1.52394 3.54425
18 H -0.60173 -3.21505 0.47753
19 H -1.96829 -2.33286 0.13405

--- two ---
DFT (ωB97M-V/def2-TZVPD) results for a cluster of 2 separate species, C4H12N2S in total.

Computed properties:
- Frontier orbital gap (spin up / spin down): 7.41 / 7.55 eV
- 2S+1: 1
- Lowest unoccupied orbital energy (spin up / spin down): -0.523 / -0.547 eV
- Highest occupied orbital energy (spin up / spin down): -7.937 / -8.100 eV

CARTESIAN COORDINATES (ANGSTROEM)
1 C -1.31706 -0.89641 -0.90842
2 C 0.12031 -0.44542 -0.92021
3 C 1.28241 -1.34271 -0.51906
4 S 0.42993 1.27227 -0.80725
5 N 1.80207 1.43291 -1.49861
6 N -0.71088 2.24773 -0.97633
7 H -1.77912 -0.77564 0.16864
8 H -1.84520 -0.08889 -1.56038
9 H -1.32054 -1.91801 -1.30885
10 H 2.09368 -0.58630 -0.33639
11 H 1.40348 -2.02521 -1.36953
12 H 1.08144 -2.10201 0.32515
13 H 2.21417 2.25514 -1.14229
14 H -1.54977 1.94362 -0.43494
15 C -0.38426 0.25077 2.26460
16 H 0.48405 -0.31245 1.91053
17 H -0.27596 0.78866 3.16484
18 H -1.03566 -0.51328 2.44329
19 H -0.69307 0.81522 1.50520

--- three ---
DFT (ωB97M-V/def2-TZVPD) results for an isolated molecule of C4H12N2S.

Computed properties:
- Frontier orbital gap: 9.73 eV
- 2S+1: 1
- Lowest unoccupied orbital energy: 0.948 eV
- Highest occupied orbital energy: -8.780 eV

CARTESIAN COORDINATES (ANGSTROEM)
1 N 2.81691 0.17872 -0.40048
2 C 1.44190 0.33285 -1.10843
3 N 0.28842 -0.63242 -0.87556
4 C -1.01060 0.11991 -0.98795
5 C -1.31328 0.61860 0.34546
6 C -1.37514 -0.61500 1.30604
7 S 0.07341 -0.93837 2.42446
8 H 3.38225 -0.60321 -0.80083
9 H 2.59880 -0.01409 0.58969
10 H 1.68070 0.81101 -2.06742
11 H 1.08474 1.27703 -0.86682
12 H 0.24393 -1.35811 -1.61200
13 H -1.88781 -0.41803 -1.42899
14 H -0.92705 0.90778 -1.86605
15 H -2.29141 1.05799 0.51242
16 H -0.67277 1.48806 0.61878
17 H -1.51168 -1.57746 0.74570
18 H -2.37117 -0.39857 1.99636
19 H -0.25015 -0.23668 3.47561

--- four ---
DFT (ωB97M-V/def2-TZVPD) results for a cluster of 3 separate species, C4H12N2S in total.

Computed properties:
- Frontier orbital gap: 7.19 eV
- 2S+1: 1
- Lowest unoccupied orbital energy: -1.340 eV
- Highest occupied orbital energy: -8.525 eV

CARTESIAN COORDINATES (ANGSTROEM)
1 C -2.51783 0.22854 -1.24438
2 C -1.57146 0.48104 -0.04655
3 S -0.15917 1.52014 -0.53467
4 N -1.93436 -0.58728 -2.30775
5 H -2.81869 1.18690 -1.67211
6 H -3.41913 -0.28324 -0.82010
7 H -1.32913 -0.49379 0.40368
8 H -2.15747 0.95603 0.73454
9 H -1.64889 -1.50387 -1.95562
10 H -1.05718 -0.09290 -2.53088
11 C 1.73101 -0.18941 1.14111
12 C 2.25427 -1.15296 1.92377
13 N 2.57103 0.74588 0.56366
14 H 0.69815 0.11508 1.27142
15 H 1.72031 -1.97784 2.36264
16 H 3.33666 -1.19819 2.08175
17 H 2.06490 1.47313 0.11523
18 H 3.39816 1.06469 1.05298
19 H 0.83880 -0.29195 -0.53875

Verdict on stability: two comes out at the bottom.

--- one ---
DFT (ωB97M-V/def2-TZVPD) results for an isolated molecule of CH3N2O2P.

Computed properties:
- Frontier orbital gap (spin up / spin down): 7.18 / 7.18 eV
- 2S+1: 1
- Lowest unoccupied orbital energy (spin up / spin down): -1.438 / -1.436 eV
- Highest occupied orbital energy (spin up / spin down): -8.615 / -8.618 eV

CARTESIAN COORDINATES (ANGSTROEM)
1 C 0.01829 -0.08967 1.51150
2 N -0.77579 -0.01743 -2.41249
3 N 0.95718 0.66896 0.64801
4 O -1.89073 -0.40750 -2.25687
5 O 1.30970 0.15606 -0.46429
6 P 0.59984 0.50651 -2.41492
7 H -0.79284 -0.74846 1.02132
8 H -0.24155 0.63130 2.34897
9 H 0.81589 -0.69977 2.01876

--- two ---
DFT (ωB97M-V/def2-TZVPD) results for a cluster of 2 separate species, CH3N2O2P in total.

Computed properties:
- Frontier orbital gap (spin up / spin down): 8.53 / 8.53 eV
- 2S+1: 1
- Lowest unoccupied orbital energy (spin up / spin down): -0.407 / -0.408 eV
- Highest occupied orbital energy (spin up / spin down): -8.935 / -8.937 eV

CARTESIAN COORDINATES (ANGSTROEM)
1 O -2.74532 1.52829 2.05725
2 N -3.21075 0.50910 1.66273
3 P -3.59763 -0.75456 1.01635
4 C -0.34288 0.24041 0.39803
5 N -1.04140 -0.94476 0.75758
6 O -0.68255 -1.45787 1.81110
7 H 0.29602 0.01686 -0.43714
8 H 0.34949 0.59721 1.15522
9 H -1.10647 1.01807 0.05706

--- three ---
DFT (ωB97M-V/def2-TZVPD) results for a cluster of 2 separate species, CH3N2O2P in total.

Computed properties:
- Frontier orbital gap: 10.47 eV
- 2S+1: 1
- Lowest unoccupied orbital energy: 0.269 eV
- Highest occupied orbital energy: -10.204 eV

CARTESIAN COORDINATES (ANGSTROEM)
1 N 0.00841 0.13077 1.04065
2 C -0.44965 -0.91603 1.40801
3 N -0.73640 -2.06557 1.65753
4 H 0.07934 1.02243 1.46226
5 H -1.62786 -2.25926 1.51026
6 O -0.36018 2.28302 -1.22960
7 P 0.87925 1.57753 -1.10637
8 O 0.75197 0.39785 -2.32676
9 H 1.45513 -0.17075 -2.41598

Verdict on stability: one comes out at the bottom.